Formula: C6H6
Source: the OMol25 dataset
Level of theory: the ωB97M-V functional and the def2-TZVPD basis

```
12
Properties=species:S:1:pos:R:3:nbo_charge:R:1
C 0.24 -1.01 -2.26 -0.254
C -0.73 -0.54 -1.73 0.023
C -1.72 0.12 -0.85 -0.537
C -0.91 0.56 0.29 -0.022
C 0.07 0.73 0.97 0.022
C 1.38 0.82 1.62 -0.681
H 1.14 -1.41 -2.67 0.238
H -2.21 0.95 -1.37 0.252
H -2.51 -0.58 -0.55 0.252
H 1.74 -0.19 1.85 0.236
H 2.09 1.28 0.93 0.237
H 1.37 1.40 2.54 0.235
```

Values from the calculation:
Relative energy (zero: lowest compared OMol25 entry of this formula, charge and spin) = 3.958 eV
Max |F| = 0.62 eV/Å
Orbital gap = 10.370 eV
HOMO energy = -9.4 eV
SMILES string = C#CCC#CC

=====

Formula: C6H6
Source: the OMol25 dataset
Level of theory: the ωB97M-V functional and the def2-TZVPD basis

```
12
Properties=species:S:1:pos:R:3:nbo_charge:R:1
C -0.95 0.24 0.41 -0.291
C -0.03 -0.55 1.39 -0.171
C -0.29 0.20 -0.89 0.005
C -0.19 -0.66 -1.88 -0.360
C 0.29 1.11 0.10 -0.273
C 1.02 0.28 1.25 -0.163
H -1.95 0.66 0.50 0.230
H -0.18 -1.56 1.74 0.188
H 0.66 -0.69 -2.50 0.203
H -0.89 -1.41 -1.85 0.197
H 0.47 2.16 0.04 0.235
H 2.05 0.22 1.68 0.201
```

Values from the calculation:
Multiplicity = 3
Relative energy (zero: lowest compared OMol25 entry of this formula, charge and spin) = 2.032 eV
Max |F| = 8.57 eV/Å
Orbital gap (spin up / spin down) = 6.613 / 8.077 eV
HOMO energy (spin up / spin down) = -5.4 / -9.7 eV

=====

Formula: C6H6BrNO2
Source: the OMol25 dataset
Level of theory: the ωB97M-V functional and the def2-TZVPD basis

```
16
Properties=species:S:1:pos:R:3:nbo_charge:R:1
C -3.13 -0.41 0.80 -0.371
C -2.90 0.65 1.53 0.061
C -1.89 -0.68 0.18 -0.294
C -0.94 0.12 0.70 -0.047
C 1.56 -0.36 -0.61 0.902
C 3.30 1.09 -0.79 -0.283
N 1.48 -1.49 -0.98 -0.635
O -1.57 1.00 1.50 -0.450
O 1.94 0.79 -0.38 -0.429
Br -1.75 -2.07 -1.15 -0.021
H -3.96 -1.01 0.43 0.234
H -3.64 1.24 2.19 0.198
H 3.48 2.02 -0.25 0.238
H 3.32 0.89 -1.95 0.224
H 4.02 0.37 -0.34 0.205
H 0.68 -2.13 -0.89 0.470
```

Values from the calculation:
Relative energy (zero: lowest compared OMol25 entry of this formula, charge and spin) = 3.214 eV
Max |F| = 4.11 eV/Å
Orbital gap (spin up / spin down) = 7.071 / 7.072 eV
HOMO energy (spin up / spin down) = -7.4 / -7.4 eV

=====

Formula: C6H6BrNS
Source: the OMol25 dataset
Level of theory: the ωB97M-V functional and the def2-TZVPD basis

```
15
Properties=species:S:1:pos:R:3:nbo_charge:R:1
C 1.31 1.43 -0.68 0.234
C -0.93 -1.23 -0.24 -0.207
C -0.29 -1.74 -1.32 -0.367
C -0.15 -0.18 0.60 -0.280
C 1.16 0.04 -0.19 -0.300
C -0.90 1.08 0.94 -0.620
N 1.39 2.54 -1.07 -0.280
S 1.26 -1.08 -1.64 0.353
Br 2.75 -0.41 0.85 0.078
H -1.81 -1.53 0.25 0.220
H -0.54 -2.41 -2.08 0.239
H 0.20 -0.78 1.51 0.244
H -1.42 1.69 0.07 0.233
H -0.26 1.76 1.42 0.227
H -1.75 0.81 1.58 0.227
```

Values from the calculation:
Relative energy (zero: lowest compared OMol25 entry of this formula, charge and spin) = 0.000 eV
Max |F| = 3.26 eV/Å
Orbital gap = 8.948 eV
HOMO energy = -8.7 eV

=====

Formula: C6H6Cl18F6MnP
Source: the OMol25 dataset
Level of theory: the ωB97M-V functional and the def2-TZVPD basis

```
38
Properties=species:S:1:pos:R:3:nbo_charge:R:1
Mn 1.17 -2.01 -2.09 1.756
P 1.23 -0.20 -0.07 2.564
F 0.59 0.05 -1.51 -0.600
F -0.21 0.34 0.53 -0.555
F 0.44 -1.66 -0.21 -0.613
F 1.89 -0.63 1.37 -0.523
F 2.46 -0.81 -0.95 -0.603
F 1.89 1.32 0.03 -0.535
C 3.13 -5.42 -0.15 -0.286
Cl 3.04 -3.62 -0.21 -0.029
Cl 3.80 -6.05 -1.65 0.061
Cl 1.54 -6.13 0.06 0.048
H 3.63 -5.80 0.75 0.267
C -3.44 -0.75 -1.95 -0.247
Cl -4.67 -1.52 -0.87 0.057
Cl -4.08 -0.33 -3.58 0.048
Cl -1.92 -1.70 -1.93 -0.068
H -3.22 0.14 -1.37 0.245
C -1.53 3.13 1.94 -0.295
Cl -2.18 2.58 0.42 0.035
Cl -2.73 3.77 3.09 0.021
Cl -0.30 4.38 1.78 0.012
H -1.02 2.35 2.52 0.236
C 3.09 3.52 1.89 -0.281
Cl 3.67 4.11 0.31 0.013
Cl 3.24 4.74 3.19 0.014
Cl 3.89 2.03 2.40 0.015
H 2.03 3.33 1.77 0.233
C -1.83 -1.72 3.49 -0.264
Cl -1.81 -1.71 1.70 -0.020
Cl -2.75 -3.14 3.97 0.042
Cl -2.51 -0.16 4.11 0.009
H -0.83 -1.85 3.90 0.233
C -1.27 1.86 -4.60 -0.263
Cl -0.43 2.79 -5.86 0.053
Cl -1.33 2.81 -3.14 0.058
Cl -0.40 0.34 -4.17 -0.084
H -2.28 1.59 -4.91 0.246
```

Values from the calculation:
Multiplicity = 6
Max |F| = 7.75 eV/Å
Orbital gap (spin up / spin down) = 5.739 / 5.796 eV
HOMO energy (spin up / spin down) = -12.6 / -12.6 eV
Total charge = +1

=====

Formula: C6H6ClF3N2
Source: the OMol25 dataset
Level of theory: the ωB97M-V functional and the def2-TZVPD basis

```
18
Properties=species:S:1:pos:R:3:nbo_charge:R:1
C 1.11 -1.35 1.16 -0.292
C 1.54 -0.13 1.44 0.393
C 1.26 1.21 0.91 0.004
C 0.05 -1.59 0.15 0.070
C -0.09 1.57 0.79 0.250
C 0.30 -0.67 -1.02 0.119
N 2.35 1.89 0.66 -0.560
N -0.79 -0.45 -1.96 -0.820
F 2.45 -0.09 2.44 -0.327
F 0.09 -2.87 -0.30 -0.342
F -0.40 2.88 0.51 -0.336
Cl 1.94 -0.35 -1.45 0.065
H 1.52 -2.16 1.72 0.246
H -0.81 -1.35 0.78 0.194
H -0.94 1.15 1.40 0.178
H 2.24 2.92 0.30 0.354
H -0.82 0.44 -2.51 0.408
H -1.68 -0.85 -1.64 0.397
```

Values from the calculation:
Relative energy (zero: lowest compared OMol25 entry of this formula, charge and spin) = 3.369 eV
Max |F| = 2.97 eV/Å
Orbital gap (spin up / spin down) = 8.923 / 6.449 eV
HOMO energy (spin up / spin down) = -9.0 / -7.7 eV

=====

Formula: C6H6ClINP
Source: the OMol25 dataset
Level of theory: the ωB97M-V functional and the def2-TZVPD basis

```
16
Properties=species:S:1:pos:R:3:nbo_charge:R:1
C 1.36 -0.86 -1.82 -0.182
C 0.07 -1.28 -1.54 -0.206
C 1.94 0.15 -1.07 -0.226
C -0.64 -0.70 -0.50 -0.191
C 1.24 0.74 -0.03 -0.131
C -0.05 0.30 0.26 -0.426
N -3.44 -0.02 2.01 -0.567
P -1.05 0.98 1.63 0.840
Cl -1.36 2.84 1.02 -0.220
I 0.60 1.20 3.42 -0.061
H 1.91 -1.32 -2.63 0.219
H -0.39 -2.07 -2.12 0.221
H 2.94 0.49 -1.29 0.219
H -1.64 -1.02 -0.26 0.241
H 1.70 1.52 0.56 0.215
H -3.18 -0.95 2.36 0.256
```

Values from the calculation:
Relative energy (zero: lowest compared OMol25 entry of this formula, charge and spin) = 3.323 eV
Max |F| = 2.34 eV/Å
Orbital gap = 7.536 eV
HOMO energy = -8.8 eV

=====

Formula: C6H6ClN4P
Source: the OMol25 dataset
Level of theory: the ωB97M-V functional and the def2-TZVPD basis

```
18
Properties=species:S:1:pos:R:3:nbo_charge:R:1
C -4.30 -1.79 0.02 0.263
C -0.04 -1.71 -1.21 0.314
C -1.83 -1.22 0.39 0.120
C -2.13 -1.93 -0.79 0.308
C -2.72 -0.81 1.35 0.106
C 0.74 1.55 0.32 -1.006
N -3.49 -2.25 -0.96 -0.429
N -4.00 -1.11 1.06 -0.469
N -1.17 -2.17 -1.68 -0.515
N 0.10 -0.95 -0.14 -0.738
P 1.31 -0.11 0.68 0.856
Cl -2.46 -0.03 2.82 0.089
H -5.42 -2.14 -0.08 0.196
H 0.89 -1.85 -1.90 0.203
H 1.43 2.24 0.85 0.242
H -0.36 1.69 0.68 0.262
H 0.77 1.94 -0.76 0.248
H 2.23 -0.52 -0.53 -0.050
```

Values from the calculation:
Relative energy (zero: lowest compared OMol25 entry of this formula, charge and spin) = 1.664 eV
Max |F| = 5.97 eV/Å
Orbital gap = 8.584 eV
HOMO energy = -9.1 eV

=====

Formula: C6H6ClO3S3
Source: the OMol25 dataset
Level of theory: the ωB97M-V functional and the def2-TZVPD basis

```
19
Properties=species:S:1:pos:R:3:nbo_charge:R:1
C 2.20 0.63 1.17 -0.766
S 1.42 1.91 0.15 0.166
C -0.32 1.21 0.34 -0.677
C -0.52 0.23 -0.64 -0.183
C -0.14 -1.12 -0.74 -0.253
C -0.62 -1.82 -1.83 -0.264
C -1.20 -0.94 -2.75 -0.307
Cl -1.91 -1.48 -4.20 0.012
S -1.40 0.65 -2.08 0.450
S -0.94 0.57 1.92 2.464
O -0.32 -0.74 2.06 -1.036
O -2.34 0.48 1.67 -1.001
O -0.45 1.56 2.82 -1.013
H 1.48 -0.15 1.34 0.269
H 2.73 1.13 2.03 0.217
H 2.98 0.12 0.65 0.194
H -0.71 2.23 0.10 0.256
H 0.36 -1.63 0.08 0.251
H -0.31 -2.84 -2.08 0.221
```

Values from the calculation:
Max |F| = 4.66 eV/Å
Orbital gap = 7.613 eV
HOMO energy = -4.8 eV
SMILES string = CS[C@@H](c1ccc(Cl)s1)S(=O)(=O)[O-]
Total charge = -1

=====

no.,E (eV)
1,-6315.2418
2,-6310.8376
3,-81939.9853
4,-88685.3855
5,-288632.8861
6,-29969.5200
7,-37717.8218
8,-34087.3639
9,-57490.8819